{"formula": "C5H9N3O", "method": "ωB97M-V/def2-TZVPD", "homo_lumo_gap_ha": 0.3505, "homo_ev": -9.090, "smiles": "[H]/N=C\\N(C)/C(=N/[H])C(=C)O", "relative_energy_kcal_mol": 53.0, "e_tot_ev": -11847.112, "total_charge": 0, "species": ["C", "N", "C", "C", "C", "C", "O", "N", "N", "H", "H", "H", "H", "H", "H", "H", "H", "H"], "positions_angstrom": [[0.71947, -1.44368, -0.35178], [0.94862, -0.02217, -0.09547], [-0.11502, 0.87798, -0.25277], [-1.59300, 0.57490, -0.00834], [2.26858, 0.36238, 0.08693], [-2.02493, -0.42611, 0.76704], [-2.48647, 1.48049, -0.56141], [0.13908, 2.11149, -0.62029], [3.28048, -0.33546, 0.48142], [-3.38511, 1.24505, -0.27607], [-0.76075, 2.61097, -0.69034], [3.00019, -1.28765, 0.71245], [2.43690, 1.43107, -0.13380], [0.63938, -1.99329, 0.59143], [-0.17999, -1.61940, -0.95075], [1.54602, -1.87858, -0.92668], [-1.35081, -1.09660, 1.28472], [-3.08259, -0.59144, 0.94376]]}



{"formula": "C5H9N3O", "method": "ωB97M-V/def2-TZVPD", "homo_lumo_gap_ha": 0.3280, "homo_ev": -8.187, "relative_energy_kcal_mol": 133.7, "e_tot_ev": -11843.610, "total_charge": 0, "species": ["C", "C", "C", "C", "C", "N", "N", "N", "O", "H", "H", "H", "H", "H", "H", "H", "H", "H"], "positions_angstrom": [[-0.62387, 0.96804, -2.31761], [0.10928, -0.06614, -1.87424], [-0.79619, 2.20454, -1.53431], [0.66891, -0.25123, -0.43970], [-0.31032, -1.81469, 2.42518], [-0.14875, -0.74832, 0.38562], [-1.32147, 2.00694, -0.28960], [1.89916, 0.31688, -0.19640], [0.47729, -0.99996, 1.62338], [-0.91223, 0.79817, -3.37831], [0.69180, -0.75586, -2.42891], [0.42355, -2.30725, 3.15846], [-0.62023, -2.59591, 1.67705], [-1.20722, -1.37876, 2.94596], [-1.58459, 1.01942, 0.04855], [-1.31827, 2.83670, 0.33348], [2.03550, 0.30125, 0.83177], [2.53763, 0.46618, -0.97035]]}



{"formula": "C5H9N3O", "method": "ωB97M-V/def2-TZVPD", "homo_lumo_gap_ha": 0.3281, "homo_ev": -8.552, "smiles": "[H]/N=C(/C(N)=O)N(C)C=C", "relative_energy_kcal_mol": 42.2, "e_tot_ev": -11847.579, "total_charge": 0, "species": ["C", "C", "C", "C", "C", "H", "H", "H", "H", "H", "H", "H", "H", "H", "N", "N", "N", "O"], "positions_angstrom": [[-1.67215, -0.69464, 0.03868], [-0.67352, 0.02579, -2.01873], [-1.70760, -0.62076, -2.61241], [0.74423, 0.02081, 0.02905], [0.64218, 0.44144, 1.49260], [-1.85765, -1.76953, -0.38013], [-1.43134, -0.78463, 1.12001], [-2.50797, -0.03026, -0.11880], [0.06334, 0.65366, -2.52482], [-2.53616, -1.29491, -2.20668], [-1.77595, -0.46694, -3.69990], [1.76954, -0.41488, -1.47614], [2.48510, -0.29485, 1.76808], [2.03984, 0.54705, 3.14130], [-0.50068, -0.16228, -0.64683], [1.88475, -0.04897, -0.55291], [1.73453, 0.07289, 2.25481], [-0.25972, 1.22350, 1.92705]]}



{"formula": "C5H9N3O", "method": "ωB97M-V/def2-TZVPD", "homo_lumo_gap_ha": 0.3489, "homo_ev": -8.801, "smiles": "NN1C=NC[C@@H]2[C@@H](O)[C@@H]21", "relative_energy_kcal_mol": 121.2, "e_tot_ev": -11844.154, "total_charge": 0, "species": ["C", "C", "C", "C", "C", "H", "H", "H", "H", "H", "H", "H", "H", "H", "N", "N", "N", "O"], "positions_angstrom": [[-0.12024, -1.67307, 0.10209], [-1.81135, -0.35772, 0.77913], [-0.61520, 0.76443, 0.89953], [-0.06090, 1.21811, -0.44240], [0.80795, 0.57473, 0.56708], [2.09310, -2.15802, -1.07143], [1.24052, -0.90025, -1.85983], [0.24240, -2.66271, -0.11666], [-2.36479, -0.32880, 1.77610], [-2.51858, 0.02836, -0.20188], [-0.86946, 1.69736, 1.56274], [-0.16567, 0.81459, -1.44616], [1.01835, 2.84230, -0.75427], [1.68530, 1.01974, 1.11035], [1.79282, -1.12276, -0.97127], [0.94592, -0.84916, 0.15960], [-1.29650, -1.57530, 0.51427], [-0.00366, 2.66815, -0.60700]]}



{"formula": "C5H9N3O2", "method": "ωB97M-V/def2-TZVPD", "homo_lumo_gap_ha": 0.3559, "homo_ev": -9.271, "relative_energy_kcal_mol": 75.0, "e_tot_ev": -13893.327, "total_charge": 0, "species": ["C", "N", "C", "N", "C", "C", "O", "C", "N", "H", "H", "H", "H", "H", "H", "H", "O", "H", "H"], "positions_angstrom": [[2.93146, -1.21488, -0.23746], [1.59133, -1.35992, -0.75161], [0.62850, -0.43850, -0.51760], [0.71306, 0.38356, 0.46108], [-0.41383, 1.17414, 0.87433], [-0.28107, 1.58757, 2.32129], [-1.12691, 2.21427, 2.91498], [-0.56281, -0.60695, -1.42860], [-1.57896, -1.40095, -1.19951], [3.56094, -1.99578, -0.67686], [3.35102, -0.22936, -0.49015], [2.93863, -1.31642, 0.85763], [1.35592, -2.19393, -1.26889], [-0.47577, 2.11020, 0.28944], [-1.40016, 0.68598, 0.76623], [0.62713, 1.21003, 2.84529], [-1.05042, 0.40278, -2.08170], [-1.33619, -2.19821, -0.61845], [-2.18598, -0.23481, -1.98236]]}



{"formula": "C5H9N3O3S", "method": "ωB97M-V/def2-TZVPD", "homo_lumo_gap_ha": 0.3348, "homo_ev": -8.919, "relative_energy_kcal_mol": 28.8, "e_tot_ev": -26777.278, "total_charge": 0, "species": ["C", "C", "C", "C", "C", "N", "N", "N", "O", "O", "O", "S", "H", "H", "H", "H", "H", "H", "H", "H", "H"], "positions_angstrom": [[-1.00111, -1.31285, 1.33824], [-0.05721, -0.41836, 1.67644], [0.14129, -0.68663, -0.42318], [-1.60635, -2.34150, -0.94952], [1.30119, 1.23918, 0.48176], [-0.80887, -1.53172, -0.03770], [0.60717, 0.02567, 0.60934], [2.38214, 1.09879, -0.42186], [-0.74781, 2.76718, 0.87026], [-0.74967, 1.38527, -1.16320], [0.82783, 3.29922, -0.98426], [0.03095, 2.31317, -0.30327], [-1.65650, -1.82202, 2.00269], [-0.05554, -0.01448, 2.66600], [0.57026, -0.61135, -1.36025], [-1.82483, -3.35284, -0.35536], [-2.54205, -1.83130, -1.05660], [-1.19657, -2.50244, -2.00001], [1.55690, 1.78994, 1.44413], [2.30897, 0.45002, -1.19470], [2.51980, 2.05706, -0.83897]]}



{"formula": "C5H9N3O3S2", "method": "ωB97M-V/def2-TZVPD", "homo_lumo_gap_ha": [0.2926, 0.2926], "homo_ev": [-8.548, -8.548], "smiles": "CCS(=O)(=O)N1C=N[C@H](C(N)=O)S1", "relative_energy_kcal_mol": 23.3, "e_tot_ev": -37611.469, "total_charge": 0, "species": ["C", "C", "C", "C", "C", "N", "N", "N", "O", "O", "O", "S", "S", "H", "H", "H", "H", "H", "H", "H", "H", "H"], "positions_angstrom": [[0.39879, -0.84872, 1.76725], [1.79180, 2.22943, 1.95185], [2.06508, 0.72564, 1.87530], [-1.71378, -1.88610, -2.73444], [-0.88796, -0.73643, -2.32312], [1.14350, -0.12842, 2.51682], [0.63954, -0.95654, 0.40927], [0.46693, 2.46201, 1.60736], [2.61296, 3.04188, 2.17468], [-1.16663, 1.04359, -0.27131], [-2.15781, -1.35327, 0.11559], [1.97143, 0.05390, 0.09318], [-1.22865, -0.40166, -0.42644], [-0.27140, -1.46405, 2.27482], [3.12987, 0.53331, 2.04769], [-1.28774, -2.94062, -2.50282], [-2.73091, -1.84128, -2.23298], [-2.01364, -2.04568, -3.72841], [-1.02097, 0.34486, -2.68922], [0.12539, -0.97602, -2.30935], [-0.07120, 1.77381, 1.10355], [0.20538, 3.37036, 1.28075]]}



{"formula": "C5H9N4", "method": "ωB97M-V/def2-TZVPD", "homo_lumo_gap_ha": [0.2387, 0.2395], "homo_ev": [-12.163, -12.178], "relative_energy_kcal_mol": 113.4, "e_tot_ev": -11280.562, "total_charge": 1, "species": ["C", "C", "C", "C", "C", "N", "N", "N", "N", "H", "H", "H", "H", "H", "H", "H", "H", "H"], "positions_angstrom": [[-2.41834, 0.64788, -0.87356], [-2.92228, -0.26142, 0.03091], [-0.02566, -0.84296, -0.52131], [-0.47834, 1.40678, 0.21894], [1.85077, 0.52890, 0.22097], [-1.48117, 1.52050, -0.76772], [-3.35385, -1.07439, 0.75731], [0.44773, 0.27695, -0.08962], [0.63762, -1.94060, -0.76568], [-3.02667, 0.70841, -1.78008], [0.10180, 2.33122, 0.18084], [-0.86824, 1.26184, 1.24025], [2.09597, 0.12869, 1.20621], [2.47695, 0.04752, -0.53013], [2.05811, 1.59444, 0.21120], [-4.04715, -1.35342, 1.42596], [0.16930, -2.73489, -1.17257], [1.64492, -2.02031, -0.64183]]}



{"formula": "C5H9N4", "method": "ωB97M-V/def2-TZVPD", "homo_lumo_gap_ha": 0.2543, "homo_ev": -12.097, "relative_energy_kcal_mol": 109.6, "e_tot_ev": -11280.728, "total_charge": 1, "species": ["C", "C", "C", "C", "C", "N", "N", "N", "N", "H", "H", "H", "H", "H", "H", "H", "H", "H"], "positions_angstrom": [[0.96770, 1.28012, -0.84411], [1.89146, 0.52749, 0.00446], [1.15030, -0.72157, 0.61240], [-3.87783, 0.51577, 0.90928], [0.03557, -0.60652, -1.47668], [0.15914, 0.67533, -1.58210], [-3.10631, -0.23063, 0.24016], [-2.26137, -0.72634, -0.33765], [0.30720, -1.29376, -0.40773], [0.91549, 2.36454, -0.81026], [2.75404, 0.43094, -0.64935], [2.27901, 0.99100, 0.78409], [1.95993, -1.50530, 1.03428], [0.74762, -0.50797, 1.59072], [-4.85951, 0.74292, 0.57696], [-3.50190, 0.64106, 1.88485], [-0.39146, -1.13067, -2.24328], [-0.07904, -2.14780, -0.24949]]}



{"formula": "C5H9N4O", "method": "ωB97M-V/def2-TZVPD", "homo_lumo_gap_ha": 0.3275, "homo_ev": -12.764, "smiles": "[H]/N=C\\C[NH2+]/C=C1/C=NON1", "relative_energy_kcal_mol": 152.8, "e_tot_ev": -13326.167, "total_charge": 1, "species": ["C", "C", "C", "C", "C", "N", "N", "N", "N", "O", "H", "H", "H", "H", "H", "H", "H", "H", "H"], "positions_angstrom": [[1.81707, 2.35880, 0.20240], [0.72704, 1.29482, 0.06136], [-0.86299, -2.14964, -0.88115], [-0.26356, -1.97022, 0.49002], [0.41464, 0.47174, 1.07726], [1.68338, 3.14311, -0.81604], [0.05191, 1.75026, -1.05944], [-1.95853, -1.68747, -1.34831], [-0.69435, -0.51416, 1.00480], [0.73080, 2.79950, -1.64089], [2.62929, 2.39189, 0.89511], [-0.14969, -2.84929, -1.45249], [-0.25675, 1.06923, -1.69886], [-0.58800, -2.75358, 1.12978], [0.82626, -2.01300, 0.40850], [0.93734, 0.61485, 1.89152], [-2.42837, -1.13302, -0.70566], [-1.46009, -0.25722, 0.40862], [-1.15539, -0.56659, 2.03345]]}



{"formula": "C5H9N4O", "method": "ωB97M-V/def2-TZVPD", "homo_lumo_gap_ha": [0.2856, 0.2854], "homo_ev": [-13.409, -13.401], "relative_energy_kcal_mol": 143.7, "e_tot_ev": -13326.563, "total_charge": 1, "species": ["C", "C", "C", "C", "C", "N", "N", "N", "N", "O", "H", "H", "H", "H", "H", "H", "H", "H", "H"], "positions_angstrom": [[1.43874, -1.40580, 1.17170], [0.12359, 0.07194, 0.05695], [0.69395, 1.44930, 0.39181], [-1.98053, 0.72314, -0.90195], [-1.55841, -1.61437, -0.06168], [2.48118, -1.50800, 0.47996], [3.42217, -1.73776, -0.09115], [1.72125, 1.93915, -0.33463], [-1.03022, -0.25332, -0.26763], [0.11047, 1.95786, 1.29970], [1.56627, -0.94734, 2.17990], [-3.01718, 0.54683, -0.48828], [-1.54621, 1.71384, -0.67170], [-2.14581, 0.53563, -1.95875], [-2.49056, -1.57217, 0.37347], [-1.54055, -2.12779, -1.03570], [-0.82881, -2.05020, 0.65797], [2.39925, 1.56180, -1.04043], [2.18140, 2.71727, 0.24042]]}



{"formula": "C5H9N4S", "method": "ωB97M-V/def2-TZVPD", "homo_lumo_gap_ha": 0.3051, "homo_ev": -5.194, "relative_energy_kcal_mol": 0.0, "e_tot_ev": -22125.699, "total_charge": -1, "species": ["C", "C", "C", "C", "C", "N", "N", "N", "N", "S", "H", "H", "H", "H", "H", "H", "H", "H", "H"], "positions_angstrom": [[-0.87923, -3.58006, 1.40260], [0.98767, -0.56360, 0.85165], [0.57344, 1.45511, -0.63094], [-1.02379, -0.72851, -0.70322], [0.33250, -0.07199, -0.41144], [-0.33925, -3.72386, 2.61549], [-1.74932, -2.60192, 1.32713], [-0.94243, -2.78028, 3.31550], [-1.80376, -2.13882, 2.59837], [0.31176, -1.05442, -1.83627], [2.03962, -0.43602, 0.94058], [0.49074, -0.06031, 1.76717], [0.65983, -1.59409, 0.96534], [-0.07158, 1.96711, -0.00869], [0.37494, 1.69859, -1.54739], [1.61032, 1.73095, -0.34061], [-1.47314, -1.51825, -0.05517], [-1.84609, -0.06023, -1.09527], [-0.52857, -4.06141, 0.57141]]}



{"formula": "C5H9N4S", "method": "ωB97M-V/def2-TZVPD", "homo_lumo_gap_ha": [0.2997, 0.2153], "homo_ev": [-11.393, -14.711], "relative_energy_kcal_mol": 0.0, "spin_multiplicity": 3, "e_tot_ev": -22115.800, "total_charge": 1, "species": ["C", "C", "C", "C", "C", "N", "N", "N", "N", "S", "H", "H", "H", "H", "H", "H", "H", "H", "H"], "positions_angstrom": [[0.68993, -0.28798, 0.45904], [0.88828, 1.19964, 0.34616], [0.00761, -0.00201, -1.52373], [0.91215, -0.99596, 1.71359], [-0.12095, 1.69876, 1.29644], [-2.85584, -2.15691, -0.60516], [0.15322, -0.88411, -0.52803], [-2.36396, -1.90962, -1.55560], [-0.57866, -0.35181, -2.95610], [0.37429, 1.60714, -1.28845], [1.86926, 1.49026, 0.68570], [0.87152, -0.33974, 2.50618], [1.83830, -1.65988, 1.83401], [0.15380, -1.81766, 1.83398], [-1.03428, 1.19044, 1.16221], [-0.14969, 2.69868, 1.08198], [0.06034, 1.51263, 2.36514], [-0.30600, -1.29084, -3.13089], [-0.40931, 0.29896, -3.69648]]}